56
Properties=species:S:1:pos:R:3:forces:R:3 method="wB97M-V/def2-TZVPD" e_tot_ev=-114163.6757 homo_energy_ev="-14.13 / -14.13" gap_ev="6.218 / 4.284" e_lumo_ha="-0.2908 / -0.3619" total_charge=+2 multiplicity=2
Ir 0.0646 -0.1656 -0.1678 -2.9 1.8 1.9
O 2.2161 0.3321 -0.1727 -0.8 -0.8 0.1
N 2.5574 1.5161 -0.1502 1.2 -0.5 0.0
N 1.6037 2.4062 -0.2637 -1.1 0.3 0.0
O 0.3658 2.0601 -0.3807 -0.3 -1.3 0.4
C 1.9654 3.7502 -0.2639 0.1 0.1 0.0
C 0.9521 4.7240 -0.2990 -0.2 0.0 0.1
C 1.3015 6.0492 -0.2533 -0.1 -0.1 -0.1
C 2.6529 6.4215 -0.1984 0.0 -0.2 0.0
C 3.6548 5.4474 -0.1615 0.0 0.0 -0.1
C 3.3297 4.1152 -0.2105 0.2 -0.1 0.1
H -0.0797 4.4112 -0.3486 0.0 0.1 0.0
H 0.5294 6.8047 -0.2652 0.0 0.0 0.0
H 2.9252 7.4685 -0.2037 0.0 0.0 0.1
H 4.6944 5.7359 -0.1057 0.0 0.0 0.0
H 4.0946 3.3534 -0.2089 0.0 0.0 0.0
N -2.1880 0.4709 0.0739 1.7 -1.4 -0.9
C -2.5802 0.7727 1.4478 1.0 -0.4 1.8
C -3.8697 0.0809 1.9043 -0.3 0.1 -0.4
C -3.9402 -1.4611 1.8952 0.3 0.2 0.3
C -3.5748 -2.1545 3.2283 -0.1 0.0 -0.4
N -2.1496 -2.3891 3.4300 0.1 0.1 0.0
C -1.4211 -3.2030 2.6682 0.0 0.1 0.1
N -0.0940 -3.1667 2.7459 0.1 0.0 0.0
N -2.0169 -4.0394 1.8267 0.2 -0.4 -0.2
C -1.4205 0.4097 2.4658 -2.4 0.9 -1.2
O -1.6675 0.5686 3.6348 0.8 -0.4 0.1
O -0.3424 -0.0482 1.9412 2.7 -0.7 -1.4
H -2.2392 1.2849 -0.5288 -0.1 -0.1 -0.1
H -2.7492 -0.2806 -0.3190 -0.1 0.2 -0.1
H -2.6774 1.8506 1.5867 -0.2 0.0 -0.3
H -4.6606 0.4559 1.2483 -0.1 0.0 0.1
H -4.0861 0.4341 2.9119 0.0 0.2 -0.1
H -3.3277 -1.8877 1.0950 -0.1 -0.1 -0.1
H -4.9732 -1.7332 1.6794 0.0 0.0 -0.1
H -4.0961 -3.1132 3.2878 -0.1 0.1 0.1
H -3.9109 -1.5494 4.0675 0.0 -0.1 0.0
H -1.6741 -1.7943 4.0923 0.1 0.0 -0.1
H 0.3669 -2.4143 3.2288 0.0 0.1 0.0
H 0.4708 -3.7291 2.1313 -0.1 -0.1 0.0
H -2.9821 -4.2889 1.9572 0.0 0.0 -0.1
H -1.4694 -4.5989 1.1738 -0.2 0.3 0.1
Br -1.9158 -4.9200 -3.6680 0.1 0.5 0.2
C -1.5255 -3.0616 -3.6274 0.3 0.1 0.5
C -1.8882 -2.3368 -4.7588 0.1 0.0 0.1
C -1.6158 -0.9842 -4.8463 -0.1 -0.1 -0.1
C -0.9801 -0.3230 -3.8092 0.3 0.7 0.3
C -0.6316 -1.0355 -2.6836 -0.7 -1.0 -0.9
C -0.8891 -2.3984 -2.5461 -0.1 -0.3 0.3
C -0.5572 -3.0288 -1.2023 -1.4 -0.6 -1.3
O -0.8794 -4.1655 -0.9218 0.4 0.3 0.0
O 0.0299 -2.2543 -0.3584 0.9 2.1 2.4
H -2.3878 -2.8478 -5.5693 0.0 0.0 0.0
H -1.8905 -0.4418 -5.7402 0.0 0.0 0.0
H -0.7590 0.7326 -3.8871 0.0 0.0 0.0
H -0.1013 -0.5068 -1.8541 0.7 0.4 -1.0

***

48
Properties=species:S:1:pos:R:3:forces:R:3 method="wB97M-V/def2-TZVPD" e_tot_ev=-40607.4230 homo_energy_ev=-7.85 gap_ev=8.599 e_lumo_ha=0.0274 smiles="O=C(NCCN1CCN(c2ccccc2Cl)CC1)Nc1ccccc1" multiplicity=1
O -3.3962 -2.2889 -0.6008 -0.5 0.0 -0.1
C -2.3348 -1.9976 -0.0862 0.3 0.0 0.2
N -2.2098 -1.2343 1.0413 0.0 -0.2 0.2
C -3.3483 -0.4301 1.4351 -0.2 0.1 -0.2
C -3.5863 0.6951 0.4078 0.1 -0.2 0.1
N -2.3087 1.2435 0.0168 -0.4 0.3 -0.1
C -2.1137 1.5899 -1.3691 0.1 0.0 0.0
C -0.6062 1.4707 -1.6805 0.0 0.0 -0.1
N 0.1243 1.6462 -0.4474 0.0 -0.1 0.0
C 1.4489 1.2750 -0.3585 0.3 -0.1 0.0
C 2.2601 1.1419 -1.4917 -0.2 0.1 0.0
C 3.5910 0.7885 -1.3928 0.1 0.0 0.0
C 4.1667 0.5582 -0.1565 0.0 0.0 0.0
C 3.3777 0.6286 0.9784 0.1 0.1 -0.1
C 2.0406 0.9548 0.8731 0.1 0.0 0.0
Cl 1.0838 0.8733 2.3170 -0.1 0.0 0.2
C -0.4253 2.7140 0.3568 -0.1 0.2 0.1
C -1.7925 2.2677 0.8967 0.1 0.0 0.0
N -1.1574 -2.4537 -0.6419 -0.1 -0.2 -0.5
C 0.1564 -2.4182 -0.1777 0.4 0.1 0.3
C 0.4767 -2.4623 1.1776 -0.1 -0.1 -0.1
C 1.8010 -2.4740 1.5754 0.1 0.0 0.0
C 2.8207 -2.4507 0.6403 0.0 -0.1 0.1
C 2.5079 -2.4182 -0.7082 0.0 -0.1 0.0
C 1.1892 -2.4021 -1.1153 -0.1 0.0 0.0
H -1.3281 -0.7459 1.1264 0.0 0.0 -0.1
H -3.1424 -0.0266 2.4277 0.0 0.0 0.0
H -4.2261 -1.0761 1.4814 0.0 0.1 0.1
H -4.2687 1.4529 0.8236 0.0 0.0 -0.1
H -4.0578 0.2488 -0.4689 0.0 0.0 0.0
H -2.6707 0.8948 -1.9982 0.0 0.1 0.0
H -2.4697 2.6109 -1.5956 0.0 -0.1 0.0
H -0.3308 2.2172 -2.4437 0.0 -0.1 0.0
H -0.3787 0.4739 -2.0653 0.0 0.0 0.0
H 1.8391 1.3416 -2.4640 -0.1 0.1 -0.1
H 4.1863 0.7095 -2.2903 0.1 0.0 -0.1
H 5.2112 0.3034 -0.0726 0.1 0.0 0.0
H 3.7916 0.4074 1.9501 0.0 0.0 0.1
H -0.5434 3.6099 -0.2725 0.0 0.0 0.1
H 0.2500 2.9709 1.1697 -0.1 0.0 -0.1
H -1.6823 1.8392 1.8954 0.0 0.1 0.1
H -2.4720 3.1379 0.9686 0.0 -0.1 0.0
H -1.2945 -2.8830 -1.5468 -0.1 0.1 0.2
H -0.3079 -2.5255 1.9148 0.0 0.0 0.0
H 2.0350 -2.5146 2.6289 0.0 0.0 0.1
H 3.8519 -2.4698 0.9572 0.1 0.0 0.0
H 3.2955 -2.4067 -1.4466 0.1 0.0 -0.1
H 0.9470 -2.3874 -2.1689 0.0 0.0 -0.1

***

Relative energy (zero: lowest compared OMol25 entry of this formula, charge and spin) for the records above, in order: 338.89, 24.45 kJ/mol